{"formula": "C48H84N6O9", "method": "ωB97M-V/def2-TZVPD", "relative_energy_kcal_mol": 49.0, "homo_energy_ev": -9.1, "charge": 0, "energy_ha": -2884.90265, "mol_weight_da": 889.2, "elements": ["N", "C", "C", "C", "C", "C", "H", "H", "H", "H", "H", "N", "C", "C", "C", "C", "C", "H", "H", "H", "H", "H", "N", "C", "C", "C", "C", "C", "H", "H", "H", "H", "H", "N", "C", "C", "C", "C", "C", "H", "H", "H", "H", "H", "N", "C", "C", "C", "C", "C", "H", "H", "H", "H", "H", "N", "C", "C", "C", "C", "C", "H", "H", "H", "H", "H", "C", "C", "O", "H", "H", "H", "H", "H", "H", "C", "C", "O", "H", "H", "H", "H", "H", "H", "C", "C", "O", "H", "H", "H", "H", "H", "H", "C", "C", "O", "H", "H", "H", "H", "H", "H", "C", "C", "O", "H", "H", "H", "H", "H", "H", "C", "C", "O", "H", "H", "H", "H", "H", "H", "C", "C", "O", "H", "H", "H", "H", "H", "H", "C", "C", "O", "H", "H", "H", "H", "H", "H", "C", "C", "O", "H", "H", "H", "H", "H", "H"], "positions_angstrom": [[0.0724, -5.0685, -0.8545], [0.5376, -4.6504, 0.2911], [1.6071, -5.3189, 0.9506], [2.2317, -6.3120, 0.2739], [1.8295, -6.6421, -0.9819], [0.6584, -6.1028, -1.4762], [0.0773, -3.8630, 0.8477], [1.9823, -5.2031, 1.9857], [3.0016, -6.9314, 0.7535], [2.2153, -7.5016, -1.5000], [0.1338, -6.4138, -2.3912], [-1.1343, 0.0191, 4.2622], [-0.0227, 0.5052, 4.8390], [0.8226, -0.3277, 5.5446], [0.6004, -1.7406, 5.5084], [-0.5658, -2.2437, 4.8482], [-1.3380, -1.2701, 4.2421], [0.0953, 1.5843, 4.6797], [1.6997, -0.0079, 6.0782], [1.1871, -2.4182, 6.1168], [-0.8053, -3.2506, 4.6631], [-2.2966, -1.5962, 3.7921], [2.8243, -2.2804, 1.8978], [3.9688, -1.5826, 1.7308], [4.0426, -0.1940, 1.9438], [2.8063, 0.5026, 2.1732], [1.6496, -0.2188, 2.2478], [1.7557, -1.5742, 2.1081], [4.8169, -2.1675, 1.5458], [5.0142, 0.3228, 1.8795], [2.9000, 1.6066, 2.2737], [0.7657, 0.3479, 2.5100], [0.8208, -2.1174, 2.2068], [0.1668, 0.3878, -0.9630], [-0.4964, 1.4908, -0.6110], [-1.6463, 1.4735, 0.1741], [-2.1627, 0.3001, 0.6628], [-1.4785, -0.9023, 0.3141], [-0.3558, -0.7499, -0.4803], [-0.0719, 2.4620, -0.8117], [-2.0575, 2.4715, 0.3512], [-3.0015, 0.2291, 1.3156], [-1.8275, -1.8638, 0.6575], [0.2381, -1.5558, -0.7704], [0.1545, 1.6577, -3.7936], [1.2175, 0.8292, -3.7895], [1.1343, -0.5118, -4.1735], [-0.1099, -1.0185, -4.5208], [-1.1740, -0.2185, -4.5394], [-0.9811, 1.1377, -4.2238], [2.1295, 1.2916, -3.4946], [1.9855, -1.1592, -3.9863], [-0.1960, -2.1350, -4.6111], [-2.1659, -0.6208, -4.6924], [-1.8200, 1.8535, -4.1486], [4.8650, 1.9996, -0.8374], [5.6337, 3.0493, -1.0496], [5.0576, 4.2538, -1.4913], [3.7073, 4.3775, -1.7822], [2.9757, 3.2130, -1.6053], [3.5908, 2.0966, -1.0975], [6.7180, 3.0124, -0.7507], [5.6715, 5.1637, -1.5103], [3.2500, 5.2912, -2.0992], [1.8967, 3.2668, -1.8001], [2.9497, 1.1701, -1.0603], [-4.4635, 1.8392, 4.2944], [-3.5903, 2.8231, 3.5951], [-2.3195, 2.9217, 4.2790], [-4.4042, 2.0676, 5.3131], [-4.2263, 0.7600, 4.1297], [-5.5203, 1.9790, 3.9619], [-4.1206, 3.7501, 3.7473], [-3.5246, 2.6255, 2.5207], [-1.9772, 2.0102, 4.3312], [1.5230, 4.3817, 1.2411], [0.7528, 3.6518, 2.3019], [-0.5423, 4.1765, 2.3715], [2.5660, 4.2044, 1.1649], [1.4356, 5.4703, 1.4854], [1.0956, 4.2125, 0.2959], [1.2839, 3.7543, 3.1929], [0.6920, 2.5381, 2.0413], [-1.0804, 3.6836, 3.0786], [-5.7796, -1.9342, 1.9405], [-4.9926, -2.2450, 0.6672], [-4.2102, -3.4128, 0.9530], [-6.7138, -1.4191, 1.6923], [-5.2649, -1.3431, 2.7086], [-5.9928, -2.8304, 2.5514], [-4.3348, -1.3876, 0.3681], [-5.6361, -2.4222, -0.2062], [-3.6210, -3.4792, 0.1269], [-3.5499, 6.4894, -0.4460], [-3.2396, 5.4922, 0.6493], [-4.4238, 4.7862, 0.9327], [-3.6841, 6.0007, -1.3890], [-2.7443, 7.2105, -0.4317], [-4.4593, 6.9840, -0.1498], [-2.9101, 5.9722, 1.5824], [-2.4179, 4.7939, 0.4926], [-4.4030, 3.8647, 0.6468], [-3.0603, -6.4797, 2.8240], [-2.7140, -5.2125, 3.6322], [-2.2137, -4.1415, 2.8257], [-2.1451, -6.8051, 2.3126], [-3.8005, -6.2292, 2.0829], [-3.4038, -7.3026, 3.4636], [-1.9543, -5.4119, 4.3759], [-3.5844, -4.9146, 4.2400], [-2.9782, -3.9064, 2.1989], [-1.1618, 5.2734, -2.5678], [-0.2270, 5.2764, -3.7638], [0.8710, 4.4446, -3.6945], [-1.9318, 6.0304, -2.6708], [-0.5924, 5.4389, -1.6495], [-1.6808, 4.3126, -2.5042], [0.2712, 6.2228, -3.9246], [-0.9194, 5.0540, -4.6675], [0.5053, 3.5425, -3.6524], [4.8872, -3.5215, -1.4930], [4.0282, -2.3924, -1.8510], [2.7079, -2.3927, -1.3280], [4.4244, -4.3791, -2.0245], [4.9858, -3.6603, -0.3575], [5.8608, -3.4492, -1.8425], [3.9460, -2.3985, -2.9458], [4.5647, -1.4574, -1.4526], [2.6736, -2.3439, -0.3770], [-3.6693, -2.0017, -2.8003], [-2.9180, -3.2762, -2.6451], [-2.4600, -3.5082, -1.3136], [-3.0603, -1.1110, -2.4978], [-4.5723, -2.0684, -2.2079], [-3.9984, -1.8866, -3.8519], [-2.0579, -3.3017, -3.3149], [-3.5906, -4.1054, -2.9657], [-1.6750, -4.0558, -1.2423], [5.6824, 0.7811, -3.7435], [5.3001, 0.9468, -5.1707], [4.1366, 1.7042, -5.4140], [6.5789, 0.2183, -3.6263], [4.9013, 0.2444, -3.2204], [5.8142, 1.7315, -3.2635], [5.1337, -0.0793, -5.5947], [6.1429, 1.3401, -5.7759], [4.0003, 1.6277, -6.3472]], "atomic_forces_ev_per_a": [[-1.038, 0.234, -0.707], [1.790, -1.018, 1.902], [-0.285, 0.547, 0.735], [1.278, -0.955, 0.642], [-1.469, -1.355, -1.604], [-0.020, 1.019, -0.140], [-0.639, 0.582, -0.177], [-0.812, 0.795, -0.722], [-0.155, 0.516, -0.202], [0.469, -0.088, -0.135], [0.619, -0.089, 0.373], [0.538, 1.462, -0.226], [-0.645, -0.281, 0.005], [0.249, -1.878, -0.212], [-2.041, 0.494, -0.095], [2.532, 2.420, 0.402], [-2.015, -1.217, -0.130], [0.380, -0.384, 0.520], [0.102, 0.460, 0.014], [0.340, 0.136, -0.243], [-0.135, -1.128, 0.210], [0.673, 0.180, 0.009], [1.496, -0.009, -0.919], [-1.158, 1.625, 1.321], [-0.916, -0.353, -0.441], [3.028, 0.463, -0.285], [0.573, 1.802, 0.261], [-2.561, -0.741, 0.479], [1.273, -0.631, -0.322], [-0.735, -0.232, -0.053], [-0.509, -0.910, 0.025], [-0.392, -0.653, -0.421], [0.001, -0.313, 0.019], [-0.741, 0.729, 0.795], [0.106, -0.630, 0.572], [-0.081, 1.232, -0.203], [1.189, -1.704, -0.580], [-0.460, 1.929, 0.176], [-0.024, 0.458, -0.219], [0.154, 0.084, -0.611], [-0.175, -0.458, 0.367], [-0.606, 0.267, 0.340], [0.122, -0.089, -0.016], [0.629, -1.746, -0.350], [0.618, -0.631, -0.694], [-0.709, -0.368, -0.618], [0.341, 0.859, 0.855], [2.075, -3.004, 0.504], [-1.819, 1.958, 0.006], [-1.215, 0.362, 0.727], [0.694, 0.021, 0.261], [-0.062, 0.087, -0.341], [-0.051, 1.225, -0.234], [-0.019, 0.247, -0.245], [0.201, -0.647, -0.354], [1.475, -1.017, 0.585], [-0.025, 1.441, 0.463], [1.112, 1.113, 0.246], [0.695, -1.373, 0.436], [-1.180, 1.269, -0.191], [-2.103, -1.682, -0.940], [-1.217, -0.120, -0.497], [-0.030, -0.487, -0.231], [-0.094, 0.328, -0.184], [0.537, -0.410, 0.013], [0.821, 0.808, 0.470], [-1.259, -1.612, -1.596], [0.071, 0.001, 0.491], [-0.103, -0.253, -0.851], [-0.090, 0.091, 1.720], [0.115, 0.791, 0.123], [0.665, -0.109, 0.235], [0.411, 0.724, -0.307], [0.447, 0.072, 0.079], [-0.171, 0.027, -0.059], [-0.675, 1.914, 0.997], [-0.398, -2.028, -1.763], [-1.302, -0.516, 1.142], [0.983, -0.668, 0.223], [-0.042, -0.658, -0.345], [-0.604, -0.085, -1.339], [0.759, 0.064, 1.971], [0.196, 1.130, 0.317], [0.860, 0.911, -1.125], [-0.356, 0.043, 0.508], [0.366, 0.364, 0.819], [1.089, 0.421, -2.113], [0.089, -0.115, 0.199], [0.330, 0.348, -0.627], [-0.237, -0.037, -0.885], [-0.400, -0.610, 0.335], [-0.143, -0.151, 0.371], [-0.568, -0.408, 1.255], [0.751, -0.134, 1.198], [0.327, -0.226, 0.536], [-1.054, -0.856, 0.449], [-0.013, -0.093, -0.578], [0.194, 0.346, -0.584], [-0.396, 0.282, -0.036], [-0.325, 0.292, -0.212], [0.139, 0.038, -0.663], [0.271, 0.377, -0.044], [1.063, 0.464, 0.459], [-0.343, -0.234, 0.096], [-1.780, -0.163, -0.798], [-0.247, -0.036, -0.019], [-0.400, -0.060, -0.293], [-0.046, 0.288, -0.098], [0.445, -0.249, 0.069], [-0.026, 0.213, -0.370], [1.324, -0.103, 0.935], [0.491, -0.258, 0.157], [-1.430, 0.722, -1.526], [0.034, -1.266, 0.369], [0.055, 0.215, -0.045], [-0.173, 0.018, 0.097], [0.096, -0.077, 0.120], [-0.647, 0.790, -0.043], [1.242, 0.305, 0.870], [0.487, -0.487, -0.059], [-1.631, -2.445, 2.004], [0.476, 2.968, 0.894], [-0.261, -0.510, -1.235], [0.429, -0.229, 0.939], [-0.464, -0.119, -1.578], [1.872, 0.513, -0.898], [-0.165, 0.546, 0.256], [-0.788, -0.728, -1.008], [0.445, -0.056, 0.634], [0.126, 1.109, 0.000], [0.529, -1.558, -0.452], [-1.301, 0.947, 0.333], [-0.578, -0.722, -0.194], [-0.241, 0.311, 0.253], [0.270, -0.044, 0.472], [0.122, 0.048, -0.089], [0.401, 0.281, 0.236], [0.723, -0.546, -0.378], [-1.066, 0.483, 0.234], [0.872, -1.591, -1.845], [0.052, 0.278, 1.188], [0.796, -0.452, -0.152], [-0.237, -0.047, 0.278], [0.077, 0.488, 0.256], [0.120, 0.488, 0.264], [-0.198, 0.117, 0.391], [-0.427, 0.165, -0.758]]}